Record 1
15
Properties=species:S:1:pos:R:3:forces:R:3:mulliken_charge:R:1 method="wB97M-V/def2-TZVPD" orbital_gap_ha=0.317 charge=-1 max_force_ha_per_bohr=0.0317 total_energy_ha=-399.65293 lumo_energy_ev=4.22 e_homo_ev=-4.4 e_above_lowest_ev=0.678
C 0.774 -0.689 -1.510 1.1 1.0 0.7 -0.471
C -0.657 -0.746 -0.919 1.0 0.4 -0.7 -0.384
C -0.866 0.237 0.312 -0.8 -0.3 -0.4 0.557
O -1.977 0.135 0.853 0.0 -0.1 0.1 -0.737
O 0.030 1.081 0.578 0.5 -0.3 -0.1 -0.778
N 1.148 0.674 -2.007 -0.1 -0.9 0.0 -0.758
H 1.547 -0.896 -0.731 -0.6 -0.2 -0.4 0.201
H 1.004 -1.325 -2.366 -0.5 -0.6 0.2 0.361
H -1.267 -0.338 -1.734 -0.4 0.0 0.2 0.178
H -1.019 -1.775 -0.764 0.2 0.4 0.4 0.271
H 1.003 1.281 -1.204 -0.3 0.2 -0.1 0.380
H 0.466 0.883 -2.731 0.0 0.4 0.2 0.210
H 1.356 -0.565 1.783 -0.2 -0.3 0.2 0.330
H 0.628 0.236 2.742 -0.5 0.1 0.1 0.318
O 0.961 -0.665 2.667 0.7 0.2 -0.3 -0.676

Record 2
79
Properties=species:S:1:pos:R:3:forces:R:3:mulliken_charge:R:1 method="wB97M-V/def2-TZVPD" orbital_gap_ha=0.279 max_force_ha_per_bohr=0.0269 total_energy_ha=-2990.77533 lumo_energy_ev=-0.84 e_homo_ev=-8.4 e_above_lowest_ev=1.096
W 0.969 1.632 0.640 0.5 -1.2 0.4 3.523
C -1.343 2.957 -3.255 0.1 0.0 0.0 -0.323
O -1.829 3.892 -2.285 -0.1 -0.1 0.0 -0.527
C -2.516 3.353 -1.237 0.0 0.2 -0.1 0.009
C -3.791 3.815 -0.969 0.0 0.0 0.0 -0.507
C -4.524 3.334 0.118 0.1 -0.1 0.0 -0.809
C -3.968 2.369 0.928 -0.1 0.1 0.0 -1.003
C -2.667 1.911 0.686 0.0 -0.1 0.1 0.254
C -2.104 0.865 1.497 0.0 0.1 -0.1 -0.648
N -0.859 0.547 1.503 0.0 0.0 0.0 0.387
N -0.576 -0.571 2.279 -0.1 0.0 0.0 -1.056
C 0.613 -0.994 1.991 -0.1 0.1 0.0 0.132
O 1.356 -0.426 1.097 -0.2 0.1 -0.2 -1.075
C 1.137 -2.206 2.657 0.0 -0.1 -0.1 0.347
C 0.427 -2.811 3.692 0.0 0.0 0.0 -0.115
C 0.918 -3.962 4.284 0.0 0.0 0.0 -0.808
C 2.115 -4.515 3.843 0.0 0.0 0.0 -0.477
C 2.823 -3.912 2.814 0.0 0.0 0.0 -0.895
C 2.337 -2.756 2.221 0.0 0.0 0.0 -0.214
C -1.914 2.400 -0.391 0.0 -0.1 0.1 0.455
O -0.692 1.981 -0.645 0.3 0.0 0.3 0.199
H -1.566 3.368 -4.239 0.0 0.0 0.0 0.331
H -1.837 1.990 -3.146 0.0 0.0 0.0 0.255
H -0.269 2.827 -3.144 -0.1 0.0 0.0 -0.037
H -4.199 4.566 -1.633 0.0 0.0 0.0 0.506
H -5.520 3.705 0.311 0.0 0.0 0.0 0.413
H -4.523 1.959 1.764 0.0 0.0 0.0 0.478
H -2.759 0.279 2.138 0.0 0.0 0.0 0.495
H -0.502 -2.364 4.018 0.0 0.0 0.0 0.463
H 0.370 -4.427 5.092 0.0 0.0 0.0 0.425
H 2.498 -5.415 4.307 0.0 0.0 0.0 0.427
H 3.757 -4.341 2.474 0.0 0.0 0.0 0.437
H 2.875 -2.271 1.417 0.0 0.0 0.0 0.532
C -2.472 -4.557 -1.668 0.0 0.0 0.0 -1.817
C -1.372 -4.053 -0.722 0.0 0.0 0.0 1.948
C -0.525 -5.238 -0.237 0.0 0.0 0.0 -1.580
C -2.047 -3.414 0.492 0.0 0.0 0.0 -1.721
C -0.464 -3.074 -1.465 0.0 0.0 0.0 -0.227
C 0.124 -3.471 -2.683 0.0 0.0 0.0 -0.094
C 0.905 -2.620 -3.429 0.0 0.1 0.0 -1.458
C 1.152 -1.344 -2.928 0.0 0.0 0.0 0.817
S 2.012 -0.030 -3.669 -0.1 0.0 0.0 -0.481
C 1.662 0.950 -2.292 0.1 -0.1 0.0 0.866
N 1.024 0.341 -1.337 0.0 0.4 0.1 0.914
C 0.656 -0.954 -1.684 0.0 0.0 -0.1 -1.468
C -0.191 -1.812 -0.975 0.1 0.0 0.0 0.608
C 1.966 2.369 -2.194 0.1 0.2 0.0 -0.350
C 2.489 3.084 -3.270 0.0 -0.2 0.0 -0.506
C 2.625 4.455 -3.186 0.0 0.1 -0.1 -0.941
C 2.248 5.104 -2.020 0.0 0.0 0.1 -0.923
C 1.765 4.384 -0.933 0.1 0.1 -0.1 -0.595
C 1.615 3.008 -1.001 -0.2 -0.4 0.4 1.170
H -3.126 -5.252 -1.138 0.0 0.0 0.0 0.461
H -2.062 -5.080 -2.532 0.0 0.0 0.0 0.330
H -3.079 -3.725 -2.031 0.0 0.0 0.0 0.390
H -1.155 -5.959 0.288 0.0 0.0 0.0 0.444
H 0.252 -4.896 0.452 0.0 0.0 0.0 0.257
H -0.041 -5.752 -1.069 0.0 0.0 0.0 0.354
H -2.707 -4.145 0.961 0.0 0.0 0.0 0.498
H -2.653 -2.550 0.206 0.0 0.0 0.0 0.320
H -1.322 -3.095 1.240 0.0 0.0 0.0 0.301
H -0.060 -4.466 -3.066 0.0 0.0 0.0 0.466
H 1.314 -2.931 -4.381 0.0 0.0 0.0 0.397
H -0.641 -1.466 -0.061 0.0 0.0 0.1 0.062
H 2.767 2.560 -4.179 0.0 0.0 0.0 0.436
H 3.020 5.014 -4.024 0.0 0.0 0.0 0.406
H 2.352 6.179 -1.941 0.0 0.0 0.0 0.442
H 1.562 4.920 -0.016 0.0 0.0 0.0 0.504
N -0.064 3.472 1.368 -0.1 0.1 0.0 -0.634
H -0.403 4.078 0.625 0.0 0.0 0.0 0.236
H 0.621 3.965 1.937 0.0 -0.1 0.0 0.426
H -0.844 3.224 1.972 0.0 0.0 0.0 0.280
F 2.807 1.155 0.290 -0.4 0.2 0.0 -0.662
Te 3.020 2.039 3.200 0.1 0.3 -0.4 1.517
F 4.504 3.248 3.471 0.0 0.0 0.1 -0.490
F 2.087 3.480 3.954 -0.1 0.1 -0.1 -0.418
F 2.873 1.326 4.953 -0.1 -0.1 0.1 -0.455
F 2.416 3.164 1.369 0.1 0.2 0.1 -0.607
O 1.157 1.589 2.525 -0.1 0.0 -0.3 -0.997

Record 3
6
Properties=species:S:1:pos:R:3:forces:R:3:mulliken_charge:R:1 method="wB97M-V/def2-TZVPD" orbital_gap_ha=0.351 max_force_ha_per_bohr=0.0851 total_energy_ha=-429.74506 smiles="I[C@@H]1C=N1" lumo_energy_ev=0.11 e_homo_ev=-9.5 e_above_lowest_ev=2.184
I 0.363 -1.715 1.591 -0.4 1.1 -0.6 -0.050
C -0.382 0.018 0.317 -3.9 -1.1 1.6 -0.055
C 0.389 0.337 -0.813 -0.5 0.2 1.0 -0.151
N 0.450 1.207 0.094 0.1 0.1 0.3 -0.359
H -1.676 0.089 0.512 4.2 -0.1 -0.9 0.298
H 0.856 0.063 -1.702 0.5 -0.2 -1.5 0.318

Record 4
43
Properties=species:S:1:pos:R:3:forces:R:3:mulliken_charge:R:1 method="wB97M-V/def2-TZVPD" orbital_gap_ha=0.316 charge=-1 max_force_ha_per_bohr=0.0672 total_energy_ha=-993.37437 lumo_energy_ev=3.03 e_homo_ev=-5.6 e_above_lowest_ev=1.656
C 0.637 2.083 -1.757 1.0 -2.1 -2.5 -1.011
O 1.457 2.280 -0.657 1.0 0.4 -0.4 -0.548
C 0.117 0.649 -1.973 1.3 -2.6 1.3 0.809
C -0.492 0.109 -0.658 -0.9 1.7 1.2 1.196
C -1.557 -0.906 -0.896 0.8 0.5 0.8 -0.913
C -2.838 -0.661 -0.620 -0.5 -1.6 0.1 0.233
N -3.768 -1.734 -0.703 0.1 0.2 0.0 -0.555
N 1.281 -0.217 -2.440 -1.6 0.6 -0.1 -0.479
H 1.339 2.029 -2.634 -0.6 1.6 0.4 0.518
H -0.152 2.795 -1.846 -0.5 0.7 -0.1 0.257
H -0.538 0.343 -2.815 -0.3 2.4 1.1 -0.712
H -1.011 0.898 -0.022 0.4 -0.5 -1.8 -1.106
H 0.286 -0.091 0.100 0.0 -1.0 -0.8 0.380
H -1.173 -1.873 -1.204 -0.6 -0.3 -0.2 0.325
H -3.266 0.257 -0.161 0.7 -0.6 -0.5 0.355
H -3.721 -2.409 -1.450 0.6 0.2 -0.1 0.199
H -4.717 -1.512 -0.559 -0.9 0.5 0.2 0.202
H 1.256 -1.206 -2.233 0.3 0.4 0.5 0.270
H 2.147 0.254 -2.425 1.1 -0.1 0.4 0.187
H 2.996 -3.104 -0.481 -0.2 0.1 0.1 0.275
H 2.578 -1.673 -0.124 -0.1 0.2 0.3 0.411
O 2.219 -2.560 -0.299 0.2 -0.2 -0.3 -0.615
H 1.171 0.393 3.214 0.2 -0.2 0.2 0.427
H 0.939 0.022 4.696 0.0 0.1 -0.2 0.336
O 1.446 -0.243 3.920 0.0 0.3 0.3 -0.772
H -0.314 1.117 2.331 -1.1 0.1 1.9 0.422
H -1.566 0.271 2.193 -0.7 -0.9 0.0 0.333
O -1.213 0.837 2.874 1.1 0.3 -1.0 -0.818
H 1.257 1.868 0.193 -1.1 0.0 0.7 0.198
H 1.446 2.258 2.350 -0.1 0.4 0.2 0.004
O 0.954 1.562 1.919 0.7 -0.5 -0.9 -1.020
H -0.691 -1.724 -4.456 0.4 -0.5 0.0 0.299
H -1.068 -0.479 -3.651 -0.5 -1.0 -1.8 0.359
O -1.200 -0.926 -4.536 -0.4 0.9 1.0 -0.697
H 2.683 0.754 -0.078 0.6 -0.1 -0.9 0.439
H 2.285 0.595 1.261 0.6 -0.9 0.3 0.412
O 2.945 0.160 0.634 -0.9 0.6 0.5 -0.841
H 0.622 -1.892 3.765 0.3 0.2 -0.1 0.422
H 0.792 -2.597 2.449 0.0 -0.2 0.4 0.302
O 0.632 -2.782 3.389 -0.3 -0.4 -0.6 -0.664
H -0.646 2.271 0.983 0.4 0.5 0.3 0.480
H -2.027 2.141 1.527 0.0 0.1 0.5 0.403
O -1.527 2.646 0.881 -0.6 0.7 -0.7 -0.702